12 unconnected molecules or ions with the total composition C72H150F24N12O19S8 at a distorted geometry. Source: OMol25; level of theory: ωB97M-V/def2-TZVPD.

CARTESIAN COORDINATES (ANGSTROEM)
1 C 5.252 -6.194 0.567
2 C 4.177 -6.383 -0.590
3 N 2.782 -6.888 -0.246
4 C 3.108 -8.246 0.480
5 C 1.986 -5.985 0.776
6 C 1.663 -4.609 0.193
7 C 1.897 -7.153 -1.543
8 C 0.414 -7.458 -1.303
9 O 0.191 -8.421 -0.235
10 C -1.057 -8.958 -0.288
11 H 6.207 -5.794 0.225
12 H 5.428 -7.071 1.189
13 H 4.869 -5.401 1.209
14 H 4.498 -7.149 -1.296
15 H 4.026 -5.433 -1.102
16 H 2.137 -8.543 0.877
17 H 3.774 -8.051 1.320
18 H 3.493 -8.968 -0.240
19 H 2.616 -5.905 1.661
20 H 1.135 -6.602 1.065
21 H 2.204 -3.781 0.650
22 H 0.600 -4.416 0.339
23 H 1.714 -4.603 -0.896
24 H 2.326 -8.039 -2.010
25 H 2.052 -6.313 -2.221
26 H -0.018 -7.845 -2.226
27 H -0.189 -6.602 -0.999
28 H -1.139 -9.434 0.689
29 H -1.112 -9.711 -1.075
30 H -1.944 -8.324 -0.309
31 C -2.441 0.372 -2.292
32 C -2.781 0.284 -0.760
33 N -1.519 0.500 0.127
34 C -0.975 1.878 -0.069
35 C -1.980 0.445 1.668
36 C -3.212 1.362 2.119
37 C -0.353 -0.518 -0.145
38 C 0.773 -0.546 0.909
39 O 1.438 0.695 1.154
40 C 2.755 0.538 1.690
41 H -1.836 1.191 -2.683
42 H -3.376 0.583 -2.810
43 H -2.025 -0.523 -2.753
44 H -3.018 -0.741 -0.472
45 H -3.602 0.896 -0.386
46 H -1.841 2.523 -0.218
47 H -0.384 1.891 -0.985
48 H -0.371 2.190 0.783
49 H -1.109 0.886 2.152
50 H -1.976 -0.603 1.965
51 H -3.555 0.882 3.035
52 H -4.115 1.296 1.513
53 H -2.953 2.421 2.116
54 H -0.121 -0.266 -1.180
55 H -0.901 -1.457 -0.065
56 H 1.528 -1.176 0.439
57 H 0.450 -1.170 1.743
58 H 3.234 1.402 2.152
59 H 3.338 0.124 0.868
60 H 2.619 -0.171 2.507
61 C 9.677 1.568 -1.694
62 C 9.069 2.861 -1.145
63 N 8.044 3.481 -2.143
64 C 8.775 4.085 -3.382
65 C 6.997 2.442 -2.676
66 C 5.728 2.993 -3.251
67 C 7.433 4.743 -1.415
68 C 6.612 4.588 -0.092
69 O 5.762 3.430 -0.068
70 C 5.135 3.189 1.196
71 H 10.003 1.627 -2.732
72 H 8.885 0.833 -1.558
73 H 10.480 1.312 -1.002
74 H 9.866 3.592 -1.011
75 H 8.633 2.730 -0.154
76 H 9.461 4.894 -3.133
77 H 8.106 4.462 -4.157
78 H 9.476 3.359 -3.793
79 H 6.792 1.872 -1.769
80 H 7.537 1.761 -3.333
81 H 5.922 3.558 -4.163
82 H 5.187 3.695 -2.616
83 H 5.079 2.227 -3.674
84 H 6.768 5.091 -2.205
85 H 8.298 5.378 -1.224
86 H 5.981 5.474 -0.016
87 H 7.210 4.667 0.816
88 H 5.624 2.899 2.126
89 H 4.491 2.361 0.900
90 H 4.390 3.953 1.422
91 C 3.481 1.655 9.570
92 C 3.604 1.288 8.041
93 C 5.069 0.860 7.693
94 N 5.372 0.578 6.155
95 C 4.189 -0.263 5.581
96 C 6.688 -0.241 5.829
97 C 7.751 0.902 5.966
98 C 7.139 2.069 5.185
99 C 5.556 1.897 5.317
100 H 3.870 0.928 10.284
101 H 2.430 1.815 9.810
102 H 4.017 2.591 9.722
103 H 3.417 2.123 7.366
104 H 2.954 0.420 7.937
105 H 5.202 -0.120 8.151
106 H 5.880 1.518 8.003
107 H 3.236 0.264 5.525
108 H 4.127 -1.073 6.307
109 H 4.368 -0.714 4.605
110 H 6.533 -0.625 4.821
111 H 6.850 -1.010 6.584
112 H 8.673 0.547 5.505
113 H 7.874 1.110 7.028
114 H 7.455 2.005 4.144
115 H 7.537 3.034 5.498
116 H 5.081 1.653 4.367
117 H 5.016 2.736 5.756
118 C -7.539 0.283 3.029
119 C -6.513 -0.778 3.453
120 C -6.769 -1.267 4.923
121 N -5.753 -2.363 5.382
122 C -4.302 -1.941 5.224
123 C -6.046 -3.698 4.706
124 C -5.550 -4.783 5.712
125 C -5.324 -4.100 7.062
126 C -5.847 -2.703 6.924
127 H -8.552 -0.056 2.811
128 H -7.253 0.815 2.122
129 H -7.512 1.055 3.798
130 H -5.481 -0.437 3.533
131 H -6.456 -1.533 2.670
132 H -7.783 -1.641 5.067
133 H -6.693 -0.508 5.701
134 H -4.281 -0.911 5.581
135 H -4.002 -1.956 4.176
136 H -3.644 -2.584 5.808
137 H -5.534 -3.817 3.751
138 H -7.128 -3.743 4.585
139 H -4.666 -5.326 5.379
140 H -6.295 -5.564 5.863
141 H -4.301 -4.296 7.384
142 H -5.886 -4.604 7.847
143 H -5.596 -1.888 7.602
144 H -6.924 -2.816 7.048
145 C -10.506 -4.517 -4.965
146 C -9.083 -3.976 -5.187
147 C -8.475 -3.572 -3.753
148 N -6.906 -3.296 -3.809
149 C -6.092 -4.532 -4.262
150 C -6.384 -2.801 -2.471
151 C -6.534 -1.240 -2.698
152 C -6.013 -1.014 -4.061
153 C -6.656 -2.145 -4.846
154 H -11.092 -4.621 -5.878
155 H -11.004 -3.878 -4.236
156 H -10.546 -5.535 -4.576
157 H -9.314 -3.125 -5.827
158 H -8.456 -4.670 -5.745
159 H -8.665 -4.366 -3.031
160 H -9.011 -2.722 -3.330
161 H -6.361 -4.671 -5.310
162 H -6.322 -5.459 -3.737
163 H -5.051 -4.212 -4.284
164 H -5.370 -3.164 -2.302
165 H -6.799 -3.245 -1.566
166 H -5.915 -0.736 -1.955
167 H -7.601 -1.060 -2.570
168 H -4.940 -1.145 -4.206
169 H -6.338 -0.062 -4.479
170 H -6.077 -2.417 -5.728
171 H -7.627 -1.746 -5.139
172 C -2.723 0.832 -5.670
173 C -2.466 0.138 -7.059
174 C -2.032 -1.362 -6.965
175 N -1.254 -1.871 -8.241
176 C -2.314 -1.993 -9.406
177 C -0.587 -3.251 -8.015
178 C 0.435 -3.304 -9.061
179 C 0.904 -1.928 -9.393
180 C -0.107 -0.984 -8.730
181 H -3.276 0.212 -4.965
182 H -3.184 1.811 -5.800
183 H -1.780 1.121 -5.206
184 H -1.768 0.739 -7.641
185 H -3.374 0.189 -7.660
186 H -2.881 -1.997 -6.714
187 H -1.359 -1.403 -6.108
188 H -1.796 -2.268 -10.324
189 H -2.789 -1.012 -9.397
190 H -3.003 -2.780 -9.099
191 H -1.257 -4.108 -7.942
192 H -0.090 -3.166 -7.049
193 H 0.023 -3.780 -9.951
194 H 1.267 -3.910 -8.704
195 H 1.102 -1.828 -10.460
196 H 1.833 -1.605 -8.924
197 H -0.512 -0.217 -9.390
198 H 0.290 -0.504 -7.835
199 C 2.230 4.297 -0.969
200 C 2.220 5.841 -0.708
201 C 1.383 6.159 0.568
202 N 1.149 7.669 0.852
203 C 0.333 7.711 2.175
204 C 0.496 8.537 -0.233
205 C 1.294 9.860 -0.278
206 C 2.713 9.351 -0.135
207 C 2.540 8.392 1.016
208 H 2.040 3.842 0.003
209 H 3.202 3.900 -1.261
210 H 1.425 3.891 -1.582
211 H 1.995 6.379 -1.629
212 H 3.217 6.229 -0.499
213 H 1.799 5.874 1.534
214 H 0.380 5.780 0.367
215 H 1.084 7.475 2.929
216 H -0.465 6.976 2.273
217 H 0.028 8.747 2.324
218 H -0.569 8.659 -0.037
219 H 0.476 8.034 -1.200
220 H 1.134 10.599 0.508
221 H 1.074 10.336 -1.234
222 H 3.271 10.263 0.078
223 H 2.980 8.859 -1.070
224 H 2.467 8.933 1.960
225 H 3.315 7.629 1.083
226 C -2.328 5.365 -1.400
227 F -1.382 4.468 -1.653
228 F -1.602 6.469 -1.135
229 F -3.146 5.473 -2.514
230 S -3.438 4.916 0.149
231 O -2.485 4.686 1.256
232 O -4.261 6.103 0.119
233 N -4.194 3.416 -0.432
234 S -5.635 3.880 -0.517
235 O -6.226 4.235 0.778
236 O -5.979 4.850 -1.604
237 C -6.475 2.230 -1.039
238 F -6.260 1.320 -0.090
239 F -7.797 2.345 -1.212
240 F -5.901 1.949 -2.224
241 C 4.406 7.399 4.298
242 F 4.831 7.572 3.068
243 F 5.383 7.858 5.099
244 F 3.267 8.064 4.519
245 S 4.156 5.473 4.684
246 O 5.411 4.867 4.161
247 O 4.058 5.445 6.171
248 N 2.746 5.128 3.778
249 S 1.951 4.203 4.743
250 O 2.737 2.996 5.166
251 O 1.217 4.883 5.789
252 C 0.486 3.648 3.721
253 F 0.907 2.600 3.052
254 F -0.606 3.361 4.488
255 F 0.043 4.629 2.956
256 C -2.253 -3.972 -4.390
257 F -3.076 -2.943 -4.285
258 F -2.898 -5.068 -3.872
259 F -2.001 -4.139 -5.645
260 S -0.589 -3.506 -3.474
261 O -1.001 -2.850 -2.202
262 O 0.097 -4.788 -3.324
263 N 0.075 -2.347 -4.525
264 S 1.566 -2.429 -4.366
265 O 2.171 -3.032 -3.182
266 O 2.262 -2.809 -5.618
267 C 1.905 -0.536 -4.211
268 F 1.399 -0.065 -3.091
269 F 3.222 -0.292 -4.122
270 F 1.326 0.165 -5.219
271 C -3.124 -4.320 1.203
272 F -3.426 -5.527 0.772
273 F -2.426 -3.671 0.270
274 F -4.328 -3.718 1.396
275 S -2.096 -4.493 2.770
276 O -2.988 -5.071 3.789
277 O -1.077 -5.414 2.240
278 N -1.686 -2.848 3.168
279 S -0.419 -3.135 3.964
280 O -0.592 -4.010 5.087
281 O 0.797 -3.341 3.127
282 C -0.079 -1.423 4.793
283 F -0.880 -1.155 5.796
284 F 1.226 -1.504 5.190
285 F -0.300 -0.472 3.882

The calculation puts the LUMO energy at -0.22478 Eh. The HOMO energy comes out at -0.531 Ha. Its total energy is -285735.3080 eV. As for the multiplicity: 1. The HOMO-LUMO gap comes out at 8.3360 eV. Its total charge is +4.